Entry 1:
Density functional theory data (ωB97M-V/def2-TZVPD) for a molecular structure, C4H5CrO4 at a distorted geometry.

```
14
Properties=species:S:1:pos:R:3:forces:R:3
O -0.54252 -0.44353 1.96325 0.513 -1.725 -1.120
C -1.00218 0.64297 1.98601 -0.552 3.699 2.020
O -1.34034 1.71634 2.23487 0.317 -2.221 -1.166
O -0.48589 -0.88400 -1.02028 0.407 -1.837 2.646
C 0.38391 -0.66657 -2.03279 1.060 0.353 -1.525
C 1.80675 -1.07849 -1.96187 0.150 0.768 -0.505
O 2.48634 -1.58377 -1.05245 -0.524 -0.617 0.555
C 1.98866 -2.20645 0.22342 0.639 0.504 -0.628
Cr -0.04728 -1.81897 0.54485 -0.474 1.129 -1.204
H 0.48854 0.41578 -2.29370 -0.090 -0.255 0.105
H 0.07485 -1.12018 -3.00802 -0.212 0.125 0.376
H 2.39878 -0.81958 -2.85174 -0.104 -0.069 0.166
H 2.73551 -1.83784 0.93997 -0.589 0.135 0.187
H 2.24285 -3.26439 0.05814 -0.541 0.011 0.092
```
Positions in Å, forces in eV/Å.

Output
total charge: +2
2S+1: 4
orbital gap (spin up / spin down): 8.037 / 10.286 eV
relative energy (zero: lowest compared OMol25 entry of this formula, charge and spin): 0.090 eV
electronic energy: -1500.0654 Eh


Entry 2:
Density functional theory data (ωB97M-V/def2-TZVPD) for a molecular structure, C4H5CsLiO at a distorted geometry.

```
12
Properties=species:S:1:pos:R:3:forces:R:3
C -2.57493 1.26696 0.03220 0.269 0.132 -0.228
C -3.66721 1.37639 0.59277 0.178 -0.002 -0.468
H -4.67848 1.48174 0.95101 0.456 -0.072 0.029
C 0.35982 -1.17059 0.46832 0.910 -1.667 -2.898
C 1.73251 -0.81805 0.06389 0.526 0.976 1.625
O 2.02839 0.17145 -0.63300 0.431 -0.662 -0.009
Cs 0.09914 2.13949 -2.95552 -0.841 -0.113 0.532
H 0.22744 -0.82938 1.50902 -0.928 0.790 -0.785
H -0.14142 -1.01177 -0.54336 -1.080 0.910 2.286
H 0.29799 -2.26647 0.56190 0.326 0.093 0.186
H 2.54689 -1.34263 0.59393 0.167 -0.126 -0.363
Li 3.76986 1.00287 -0.64116 -0.413 -0.259 0.093
```
Positions in Å, forces in eV/Å.

Output
total charge: +1
2S+1: 1
orbital gap: 3.630 eV
relative energy (zero: lowest compared OMol25 entry of this formula, charge and spin): 3.535 eV
electronic energy: -257.9186 Eh


Entry 3:
Density functional theory data (ωB97M-V/def2-TZVPD) for a molecular structure, C4H5CsO5 at a distorted geometry.

```
15
Properties=species:S:1:pos:R:3:forces:R:3
O -6.09860 -1.68887 -2.95554 0.117 0.433 -0.427
O -4.69722 -0.13923 -2.85147 -0.307 0.381 -0.485
C -4.97175 -1.24927 -3.34419 -0.259 -0.777 1.944
O -4.09942 -1.97451 -3.95078 0.799 -0.131 -0.607
C -4.25001 -3.43276 -3.97047 -0.694 -0.209 0.082
C -3.07757 -3.98740 -4.73454 0.142 -0.056 -0.061
H -5.20213 -3.65681 -4.46772 0.239 -0.020 0.127
H -3.05255 -3.58472 -5.75506 0.003 -0.097 0.280
H -3.18561 -5.07749 -4.79658 0.078 0.244 0.024
H -2.13282 -3.75001 -4.22969 -0.226 -0.083 -0.155
O -4.51242 -2.20889 3.77354 0.321 -0.640 -0.652
C -4.33967 -1.46369 2.91015 -0.607 1.278 1.259
O -4.25033 -0.53470 2.20787 0.249 -0.522 -0.655
Cs -4.99737 2.67144 0.48340 0.033 -0.214 -0.080
H -4.30601 -3.81125 -2.92670 0.111 0.414 -0.592
```
Positions in Å, forces in eV/Å.

Output
total charge: +1
2S+1: 2
orbital gap (spin up / spin down): 10.555 / 8.634 eV
relative energy (zero: lowest compared OMol25 entry of this formula, charge and spin): 0.000 eV
electronic energy: -551.5368 Eh


Entry 4:
Density functional theory data (ωB97M-V/def2-TZVPD) for a molecular structure, C4H5CsO6 at a distorted geometry.

```
16
Properties=species:S:1:pos:R:3:forces:R:3
O 3.19243 0.05069 -0.41376 -0.052 -0.013 0.118
C 2.82553 0.12433 0.75511 -1.780 0.199 0.094
O 3.76113 0.11377 1.62400 -0.137 -0.064 0.066
Cs 5.64500 -0.85857 -3.75166 -0.077 0.037 0.137
O 1.54997 0.21693 1.20367 1.670 0.190 0.058
O -1.68985 0.17733 -0.34148 0.870 0.009 -0.431
C -2.94389 -0.21638 -0.19531 -0.358 -0.768 1.306
O -3.50281 -0.35763 0.86411 0.072 0.281 -0.559
O -3.41880 -0.52440 -1.39511 -0.319 0.462 -0.512
C -0.84530 0.18631 0.80845 -0.133 0.596 0.570
C 0.52618 0.39022 0.20983 0.506 -0.697 -1.166
H -4.38406 -0.54867 -1.35290 0.012 -0.221 0.157
H -0.90683 -0.74618 1.38246 -0.082 0.160 -0.236
H -1.12384 1.02778 1.45486 0.019 -0.280 -0.005
H 0.62919 1.35198 -0.30561 -0.047 -0.041 0.376
H 0.68596 -0.38750 -0.54667 -0.165 0.150 0.027
```
Positions in Å, forces in eV/Å.

Output
total charge: +1
2S+1: 2
orbital gap (spin up / spin down): 9.054 / 7.108 eV
electronic energy: -626.7619 Eh


> 2S+1 of number 4 (C4H5CsO6)?

2